[1]
{
  "formula": "C39H44Br2KN2O2S",
  "method": "wB97M-V/def2-TZVPD",
  "multiplicity": 1,
  "gap_ev": 5.09,
  "total_energy_ha": -7918.69595,
  "fmax_ev_per_a": 2.4,
  "charge": -1,
  "homo_ev": -3.5,
  "elements": ["K", "C", "C", "C", "C", "C", "H", "H", "H", "H", "H", "C", "C", "C", "C", "C", "C", "C", "Br", "C", "O", "C", "C", "C", "C", "C", "C", "H", "H", "H", "H", "H", "H", "H", "H", "H", "H", "H", "H", "H", "H", "H", "H", "H", "H", "H", "H", "Br", "C", "C", "C", "C", "C", "C", "N", "C", "C", "C", "C", "C", "C", "N", "H", "H", "H", "H", "H", "H", "H", "H", "H", "C", "C", "C", "C", "C", "C", "C", "S", "C", "O", "H", "H", "H", "H", "H", "H", "H", "H", "H", "H"],
  "positions_angstrom": [[0.46458, -2.29907, 1.43110], [1.60334, -4.89157, 2.29151], [0.34621, -4.78633, 2.95613], [-0.67315, -4.91672, 1.98316], [-0.04923, -5.10869, 0.72146], [1.35589, -5.08681, 0.91417], [2.59205, -4.87170, 2.75410], [0.17990, -4.67119, 4.02445], [-1.74011, -4.91604, 2.18625], [-0.55798, -5.26963, -0.22553], [2.11350, -5.22918, 0.14910], [-1.61943, 1.73313, -5.69092], [-2.61144, 1.10076, -4.70698], [-3.38728, 2.24390, -4.03740], [-3.60002, 0.23042, -5.49513], [-1.87617, 0.24300, -3.66236], [-2.36949, 0.05705, -2.36750], [-1.63053, -0.67789, -1.46385], [-2.38404, -1.07754, 0.24491], [-0.33292, -1.23140, -1.70522], [0.35977, -1.64705, -0.71574], [0.02722, -1.25582, -3.09766], [-0.72561, -0.47666, -3.98497], [1.08970, -2.17679, -3.76118], [2.04283, -1.34332, -4.63070], [1.95319, -3.04335, -2.83046], [0.32288, -3.16345, -4.66102], [-2.14169, 2.44291, -6.34667], [-1.13727, 0.98434, -6.33051], [-0.83439, 2.27308, -5.15048], [-3.85561, 2.87514, -4.80276], [-2.71603, 2.86961, -3.43527], [-4.18471, 1.87438, -3.38338], [-4.09494, 0.81009, -6.29175], [-4.37262, -0.16775, -4.82622], [-3.08134, -0.61989, -5.95344], [-3.33404, 0.45406, -2.05547], [-0.40410, -0.46871, -5.02632], [2.57694, -0.60433, -4.01575], [1.51944, -0.80680, -5.43215], [2.78414, -2.00160, -5.09932], [2.57323, -2.44015, -2.17467], [2.61291, -3.66291, -3.45509], [1.35442, -3.69933, -2.19480], [-0.29893, -2.63705, -5.39748], [-0.33445, -3.79721, -4.05162], [1.02732, -3.81295, -5.20206], [-4.73710, 5.77430, 2.93921], [-3.54013, 4.32931, 3.21860], [-3.30774, 3.87969, 4.50752], [-2.43005, 2.82172, 4.70595], [-1.78662, 2.20942, 3.63419], [-2.03081, 2.69176, 2.35879], [-2.90832, 3.74896, 2.13492], [-0.86532, 1.10683, 3.75717], [-0.42499, 0.84534, 4.88621], [0.49219, -0.29183, 5.25397], [0.77337, -0.41152, 6.60195], [1.60901, -1.42879, 7.04924], [2.14290, -2.29688, 6.12938], [1.82169, -2.10841, 4.79123], [1.01627, -1.13494, 4.35288], [-3.80280, 4.34922, 5.34644], [-2.26494, 2.47473, 5.72024], [-1.49781, 2.23744, 1.52881], [-3.09041, 4.10843, 1.12494], [-0.69722, 1.46174, 5.74030], [0.32578, 0.28792, 7.30334], [1.83287, -1.53363, 8.10028], [2.79092, -3.11166, 6.42900], [2.22551, -2.77281, 4.02261], [1.01945, 5.20443, 1.35960], [1.38932, 3.78600, 0.99271], [1.72866, 2.85347, 1.97223], [2.02239, 1.53237, 1.64261], [1.99903, 1.15454, 0.31125], [1.65025, 2.05751, -0.68267], [1.35097, 3.36742, -0.33787], [2.56747, -0.48289, -0.15173], [4.27978, 0.12544, -0.18873], [2.53971, -1.33069, 1.08718], [1.33300, 5.44175, 2.38038], [-0.06769, 5.34744, 1.30204], [1.48346, 5.92583, 0.67962], [1.74468, 3.16117, 3.01802], [2.26550, 0.78958, 2.40396], [1.60991, 1.73473, -1.72332], [1.06877, 4.07675, -1.11355], [4.54213, 0.46965, 0.82272], [4.36507, 0.94145, -0.92192], [4.90995, -0.72527, -0.48420]],
  "mulliken_charge": [0.637, -0.635, -0.511, -0.835, -0.503, -0.480, 0.438, 0.407, 0.422, 0.411, 0.451, -1.801, 1.903, -1.860, -1.598, 0.210, -0.159, -0.479, -0.257, -0.105, -0.006, -0.144, 0.104, 2.323, -1.687, -1.895, -1.715, 0.448, 0.337, 0.366, 0.436, 0.378, 0.325, 0.425, 0.329, 0.313, 0.230, -0.083, 0.167, 0.324, 0.484, 0.117, 0.538, 0.413, 0.268, 0.345, 0.473, -0.226, 0.152, -0.811, -0.671, 0.279, 0.069, -0.830, 0.101, 0.070, 0.365, -0.850, -0.344, -1.000, -0.311, 0.251, 0.402, 0.301, 0.732, 0.517, 0.139, 0.325, 0.416, 0.412, 0.481, -1.537, 0.953, -0.604, -0.519, -0.031, -0.369, -0.727, 1.154, -1.241, -0.808, 0.365, 0.246, 0.392, 0.220, 0.438, 0.300, 0.407, 0.372, 0.375, 0.376]
}

***

[2]
{
  "formula": "C24H17ClN2O",
  "method": "wB97M-V/def2-TZVPD",
  "multiplicity": 1,
  "gap_ev": 8.37,
  "total_energy_ha": -1569.57444,
  "fmax_ev_per_a": 6.1,
  "charge": 0,
  "homo_ev": -8.3,
  "smiles": "O=c1c2cc(C#CCc3ccccc3)ccc2ncn1Cc1cccc(Cl)c1",
  "elements": ["O", "C", "C", "C", "C", "C", "C", "C", "C", "C", "C", "C", "C", "C", "C", "C", "C", "N", "C", "N", "C", "C", "C", "C", "C", "C", "Cl", "C", "H", "H", "H", "H", "H", "H", "H", "H", "H", "H", "H", "H", "H", "H", "H", "H", "H"],
  "positions_angstrom": [[-0.87632, -1.45226, 1.59780], [0.16473, -1.97354, 1.13090], [0.43221, -1.87370, -0.29758], [-0.17340, -0.89613, -1.12991], [0.21648, -0.85381, -2.48745], [-0.61818, -0.23161, -3.40108], [-1.09651, 0.56631, -4.20426], [-1.54570, 1.62203, -5.00664], [-2.23359, 2.69944, -4.28274], [-3.51066, 3.11062, -4.72227], [-4.18993, 4.21382, -4.05632], [-3.67541, 4.76571, -2.87881], [-2.46269, 4.34581, -2.31975], [-1.79337, 3.30507, -3.03087], [1.30036, -1.61751, -2.98587], [1.88972, -2.55726, -2.06700], [1.49100, -2.65359, -0.80946], [2.31669, -3.28830, 0.17856], [2.02595, -3.18499, 1.43000], [0.94248, -2.66740, 1.99670], [0.73137, -2.82474, 3.41500], [1.35391, -1.69345, 4.21331], [2.58160, -0.99236, 3.90283], [3.17438, -0.11774, 4.79996], [2.58044, 0.07782, 6.06625], [1.43708, -0.58040, 6.38257], [0.72116, -0.20245, 7.84691], [0.89501, -1.44782, 5.52079], [-1.01917, -0.27943, -0.79258], [-2.11622, 1.22493, -5.84426], [-0.66300, 2.17305, -5.46290], [-3.95383, 2.73937, -5.67738], [-5.22884, 4.41588, -4.41037], [-4.29994, 5.55637, -2.42292], [-2.25412, 4.64150, -1.23854], [-0.84333, 3.04120, -2.59521], [1.49437, -1.42790, -3.98340], [2.78338, -3.16765, -2.20048], [2.64335, -3.75691, 2.18494], [-0.25622, -3.04867, 3.65890], [1.12659, -3.70781, 3.85740], [3.18142, -1.25525, 2.97018], [4.16978, 0.39131, 4.54463], [3.17615, 0.66361, 6.75938], [-0.01921, -1.80117, 5.85102]],
  "mulliken_charge": [-0.704, 0.315, 0.546, -0.629, 0.227, -0.354, 0.548, -0.804, 0.430, -0.308, -0.631, -0.106, -0.723, -0.058, -0.775, -0.547, 0.300, -0.636, 0.085, 0.148, -1.740, 1.057, -0.139, -0.569, -0.377, 0.301, -0.223, -0.785, 0.470, 0.368, 0.247, 0.242, 0.287, 0.299, 0.285, 0.335, 0.588, 0.425, 0.323, 0.488, 0.519, 0.214, 0.286, 0.361, 0.415]
}

***

[3]
{
  "formula": "H12O5S2",
  "method": "wB97M-V/def2-TZVPD",
  "multiplicity": 2,
  "gap_ev": [7.63, 4.63],
  "total_energy_ha": -1179.40820,
  "fmax_ev_per_a": 3.3,
  "charge": 1,
  "homo_ev": [-13.4, -13.4],
  "s_squared": 0.7549,
  "elements": ["S", "S", "H", "H", "H", "H", "O", "H", "H", "O", "H", "H", "O", "H", "H", "O", "H", "H", "O"],
  "positions_angstrom": [[-2.76364, -0.39497, -2.94732], [-2.76852, 1.44258, -2.00917], [-1.55362, -0.69908, -3.51626], [-1.44857, 1.61938, -1.76542], [-0.89790, -3.11122, 0.92417], [0.16056, -2.17697, 1.45931], [-0.67468, -2.16900, 1.08391], [-0.00576, -0.38629, 0.27706], [-1.42208, 0.07721, 0.04452], [-0.47564, 0.41091, -0.04432], [0.87657, 0.86994, 2.09135], [2.54456, 0.91253, 1.95045], [1.74370, 0.39715, 1.96111], [2.64282, -0.41916, -2.54176], [3.10268, -1.30114, -1.47209], [2.90284, -1.32882, -2.42114], [-1.08463, 1.58711, 1.86764], [-0.54099, 2.49849, 2.98787], [-0.33770, 2.17135, 2.07009]],
  "mulliken_charge": [0.145, 0.129, 0.327, 0.337, 0.313, 0.312, -0.640, 0.334, 0.337, -0.643, 0.416, 0.286, -0.661, 0.305, 0.323, -0.628, 0.327, 0.338, -0.655]
}